{
  "formula": "C17H22ClMnNS",
  "method": "wB97M-V/def2-TZVPD",
  "spin_multiplicity": 4,
  "total_charge": 2,
  "homo_lumo_gap_ev": [5.9, 6.5],
  "elements": ["C", "C", "C", "C", "Cl", "H", "H", "H", "H", "H", "H", "H", "H", "H", "C", "C", "C", "H", "C", "C", "H", "H", "H", "H", "C", "C", "C", "H", "C", "C", "H", "H", "H", "H", "Mn", "S", "C", "C", "N", "C", "H", "H", "H"],
  "positions_angstrom": [[-1.46802, 4.14988, -3.91683], [-2.90070, 3.73599, -4.25353], [-1.37004, 5.47639, -3.16568], [-0.47746, 4.02797, -5.07493], [-0.81666, 2.63020, -2.46826], [-1.66221, 6.31747, -3.81780], [-0.33949, 5.65245, -2.81990], [-2.03485, 5.47686, -2.28739], [-3.33281, 4.41062, -5.01046], [-3.53570, 3.77901, -3.35404], [-2.93399, 2.70830, -4.64842], [-0.72192, 4.74351, -5.87718], [-0.49164, 3.01389, -5.50491], [0.54633, 4.24244, -4.72899], [-1.10935, -0.06171, 1.28353], [-0.75721, 1.29751, 1.56068], [-1.45140, 2.15279, 0.64356], [-0.15502, 1.61447, 2.41376], [-2.28119, 1.29258, -0.19210], [-2.05831, -0.06632, 0.22574], [-2.61304, -0.93451, -0.11438], [-0.79744, -0.92352, 1.87308], [-1.42716, 3.23562, 0.63314], [-3.00241, 1.63223, -0.92792], [1.47643, -0.30335, -1.24779], [1.48725, -0.20736, 0.17732], [1.61935, 1.17915, 0.53275], [1.54136, -1.04237, 0.87369], [1.61165, 1.95526, -0.67872], [1.55603, 1.02247, -1.78904], [1.67277, 1.28524, -2.83171], [1.52697, -1.22852, -1.81548], [1.79703, 1.55214, 1.53330], [1.71285, 3.03208, -0.74671], [-0.21617, 0.90638, -0.50398], [0.80830, -5.05809, 0.44482], [-0.82799, -4.78354, 0.92896], [-1.11851, -3.43358, 0.80068], [-0.11086, -2.71545, 0.16920], [1.01335, -3.38421, 0.08792], [-1.49627, -5.51813, 1.34119], [-2.01249, -2.93834, 1.16868], [1.98679, -2.94986, -0.06883]],
  "atomic_forces_ev_per_a": [[-0.7, 1.3, -1.3], [0.3, -0.8, 0.7], [0.3, -0.8, 0.8], [0.4, -0.8, 0.8], [-0.4, 1.0, -1.1], [0.1, -0.5, 0.0], [-0.4, 0.0, -0.2], [0.2, 0.1, -0.4], [0.4, 0.0, 0.2], [0.2, 0.1, -0.4], [0.0, 0.4, 0.0], [-0.2, -0.1, 0.4], [-0.1, 0.4, 0.1], [-0.4, 0.0, -0.2], [-0.5, 0.2, 0.2], [-0.6, 0.4, 0.5], [-1.1, -1.0, 0.1], [-0.2, -0.1, -0.5], [-0.2, 0.1, 1.3], [-0.4, 0.9, 0.1], [0.4, 0.1, -0.3], [0.1, 0.3, -0.5], [0.1, -0.2, -0.2], [0.3, -0.1, 0.1], [0.5, 0.8, 0.0], [1.0, 0.2, -0.1], [0.9, 0.1, -0.6], [-0.3, 0.4, -0.3], [0.8, -1.0, -0.2], [0.7, -0.1, 1.0], [-0.3, -0.1, 0.1], [-0.4, 0.2, 0.1], [-0.1, 0.0, -0.2], [-0.2, -0.2, 0.0], [-0.1, -0.8, -0.1], [-0.3, 0.1, 0.4], [0.3, 1.7, 0.0], [1.1, -1.4, -1.1], [0.2, 0.9, 1.6], [-1.7, -1.2, 0.1], [0.2, -0.3, 0.0], [0.0, -0.2, -0.4], [0.1, -0.1, -0.6]],
  "mulliken_spin": [0.0571, 0.0038, 0.0022, 0.0001, 0.0111, 0.0034, 0.0003, 0.0000, 0.0017, 0.0004, 0.0002, 0.0020, 0.0008, 0.0009, -0.0802, -0.0934, -0.1068, -0.0024, 0.0137, -0.0687, -0.0004, 0.0021, 0.0007, 0.0023, -0.0803, -0.0990, -0.0909, 0.0066, -0.1005, 0.0201, 0.0054, -0.0014, -0.0018, 0.0017, 3.5856, 0.0007, 0.0007, 0.0003, 0.0024, 0.0007, 0.0000, -0.0004, -0.0006]
}

=====

{
  "formula": "C17H22ClN3O",
  "method": "wB97M-V/def2-TZVPD",
  "smiles": "COC[C@@H]1CCN(Cc2cn(C)nc2-c2cccc(Cl)c2)C1",
  "spin_multiplicity": 1,
  "de_lowest_kcal_mol": 8.70,
  "homo_lumo_gap_ev": 9.0,
  "elements": ["C", "O", "C", "C", "C", "C", "N", "C", "C", "C", "N", "C", "N", "C", "C", "C", "C", "C", "C", "Cl", "C", "C", "H", "H", "H", "H", "H", "H", "H", "H", "H", "H", "H", "H", "H", "H", "H", "H", "H", "H", "H", "H", "H", "H"],
  "positions_angstrom": [[-4.50209, 0.15196, 0.36213], [-3.69340, -0.86308, -0.16950], [-2.59479, -1.17521, 0.65627], [-1.82295, -2.33572, 0.03246], [-0.67401, -2.79632, 0.93869], [0.54937, -2.01181, 0.44278], [0.09224, -1.23163, -0.69808], [1.12788, -0.94883, -1.66449], [2.15809, -0.06152, -1.04739], [3.52339, -0.24009, -1.02454], [4.04623, 0.74626, -0.26580], [5.42828, 0.98723, 0.02899], [3.10382, 1.54079, 0.21956], [1.94448, 1.08383, -0.24114], [0.68616, 1.73061, 0.11048], [0.50570, 2.25107, 1.38995], [-0.68194, 2.86946, 1.73196], [-1.70397, 2.99371, 0.80532], [-1.51206, 2.48988, -0.47124], [-2.76454, 2.66600, -1.65561], [-0.33593, 1.85679, -0.82503], [-1.08855, -1.88274, -1.22694], [-4.95846, -0.16000, 1.31170], [-3.92762, 1.06892, 0.53700], [-5.28357, 0.34567, -0.36993], [-2.95517, -1.46213, 1.65835], [-1.93236, -0.30312, 0.76261], [-2.53177, -3.13703, -0.18318], [-0.88612, -2.59751, 1.98790], [-0.51150, -3.86797, 0.82298], [1.36278, -2.70012, 0.15888], [0.93860, -1.33127, 1.20563], [1.62160, -1.87156, -2.03132], [0.66376, -0.46112, -2.52761], [4.14199, -0.98129, -1.49033], [5.99065, 1.18008, -0.88684], [5.47973, 1.86113, 0.67480], [5.86862, 0.12963, 0.54171], [1.30821, 2.16407, 2.10553], [-0.81849, 3.26455, 2.72783], [-2.63040, 3.48319, 1.06383], [-0.20872, 1.48535, -1.82735], [-0.84163, -2.75306, -1.86120], [-1.68150, -1.17704, -1.80984]],
  "atomic_forces_ev_per_a": [[-0.1, 0.1, 0.1], [0.1, -0.2, -0.2], [0.1, -0.2, 0.1], [-0.2, 0.2, 0.0], [-0.1, 0.1, -0.1], [0.3, 0.1, 0.3], [0.0, -0.2, -0.1], [0.0, 0.1, 0.0], [0.3, 0.0, 0.0], [-0.3, 0.1, 0.0], [-0.4, -0.4, -0.2], [0.5, 0.1, 0.1], [-0.2, 0.6, 0.4], [0.6, -0.5, -0.3], [-0.3, 0.3, 0.3], [0.1, -0.1, -0.1], [-0.1, 0.0, 0.0], [0.0, 0.0, 0.0], [0.1, 0.0, 0.1], [-0.1, 0.0, -0.1], [0.0, 0.1, 0.1], [-0.2, -0.1, 0.0], [0.0, 0.0, 0.0], [0.0, 0.0, 0.0], [0.0, 0.1, 0.1], [0.1, 0.0, -0.1], [0.0, 0.0, 0.0], [0.0, 0.0, 0.0], [0.0, -0.1, 0.1], [0.0, 0.0, 0.1], [0.0, 0.1, 0.0], [0.1, -0.1, 0.0], [-0.1, 0.1, 0.0], [0.0, -0.1, 0.0], [0.1, -0.2, -0.1], [0.0, 0.0, 0.1], [0.0, -0.1, 0.0], [0.0, 0.1, 0.0], [0.1, 0.0, 0.1], [0.0, 0.0, 0.1], [-0.1, 0.0, 0.0], [0.0, -0.1, -0.1], [0.0, 0.0, 0.0], [0.0, 0.0, -0.1]],
  "mulliken_charge": [-0.5474, -0.3115, -0.6063, 0.1763, -1.0139, -0.7645, 0.7431, -1.6346, 1.3201, -1.4508, 0.5977, -0.9121, -0.8684, 0.0854, 0.6045, -0.7064, -0.6064, -0.4465, 0.0925, -0.2121, -0.4007, -1.2306, 0.3140, 0.1335, 0.2217, 0.4544, 0.0692, 0.5678, 0.3655, 0.3300, 0.3708, 0.3026, 0.4654, 0.4053, 0.4901, 0.3051, 0.3266, 0.3080, 0.4447, 0.3957, 0.4920, 0.4964, 0.3506, 0.4831]
}

=====

F_max in eV/Å, matching the order above: 2.125 0.827